# C3H7NO

2 unconnected molecules or ions with the total composition C3H7NO at a distorted geometry (ωB97M-V/def2-TZVPD, OMol25).

Its LUMO energy is 1.061 eV. Its total energy is -6758.7418 eV. The charge is 0. For the orbital gap, the calculation gives 10.4 eV. The value obtained for the energy above the lowest of the compared OMol25 structures with the same formula, charge and spin is 386.8 kJ/mol. The value obtained for the HOMO energy is -9.32 eV.

Last column: Löwdin charge in e.
Geometry (Å):
C: -1.349 0.722 -3.337  -0.018
C: -2.307 1.388 -2.722  -0.225
O: -3.393 1.807 -3.532  -0.063
H: -0.484 0.486 -2.804  0.033
H: -1.139 0.279 -4.196  0.012
H: -2.262 1.661 -1.586  0.150
H: -3.155 1.207 -4.305  0.111
C: 3.812 -2.398 5.071  -0.160
N: 3.099 -1.374 4.711  -0.019
H: 4.226 -2.290 6.141  0.075
H: 4.389 -2.955 4.275  0.069
H: 2.939 -1.494 3.685  0.035

***

# C3H7NO2

A single C3H7NO2 molecule at a distorted geometry (ωB97M-V/def2-TZVPD, OMol25).

Its LUMO energy is 0.734 eV. Its total energy is -8809.0308 eV. The charge is 0. For the orbital gap, the calculation gives 10.7 eV. The value obtained for the energy above the lowest of the compared OMol25 structures with the same formula, charge and spin is 144.5 kJ/mol. The value obtained for the HOMO energy is -10.00 eV.

Last column: Löwdin charge in e.
Geometry (Å):
N: 0.816 -0.219 -1.249  0.159
C: -0.517 -0.531 -0.867  -0.489
O: -1.321 -1.215 -1.495  0.039
C: -0.827 -0.070 0.545  -0.102
C: 0.326 0.267 1.518  -0.216
O: 1.208 1.421 1.163  -0.145
H: 1.243 0.387 -0.611  0.032
H: 1.179 -0.852 -1.980  0.128
H: -1.521 -0.704 1.152  0.139
H: -1.448 0.797 0.549  0.104
H: 1.108 -0.471 1.743  0.115
H: 0.048 0.565 2.602  0.134
H: 0.681 2.158 0.762  0.102

***

# C3H7NO2

A single C3H7NO2 molecule (ωB97M-V/def2-TZVPD, OMol25).

Its LUMO energy is 0.765 eV. Its total energy is -8809.3821 eV. The charge is 0. For the orbital gap, the calculation gives 10.9 eV. The value obtained for the energy above the lowest of the compared OMol25 structures with the same formula, charge and spin is 110.6 kJ/mol. The value obtained for the HOMO energy is -10.15 eV.

Last column: Löwdin charge in e.
Geometry (Å):
H: 0.115 -1.609 -0.814  0.039
N: -0.820 -1.278 -1.034  0.150
C: -0.998 -0.086 -0.638  -0.496
O: -2.203 0.492 -0.824  0.053
C: -0.041 0.878 0.022  -0.106
C: 1.213 0.217 0.559  -0.279
O: 0.814 -0.683 1.575  -0.058
H: -2.746 -0.186 -1.260  0.115
H: -0.567 1.366 0.848  0.128
H: 0.214 1.667 -0.698  0.130
H: 1.750 -0.299 -0.250  0.118
H: 1.892 0.984 0.960  0.117
H: 1.375 -1.462 1.554  0.089

***

# C3H7NO2

2 unconnected molecules or ions with the total composition C3H7NO2 at a distorted geometry (ωB97M-V/def2-TZVPD, OMol25).

Its LUMO energy is 0.686 eV. Its total energy is -8808.1826 eV. The charge is 0. For the orbital gap, the calculation gives 9.5 eV. The value obtained for the energy above the lowest of the compared OMol25 structures with the same formula, charge and spin is 226.4 kJ/mol. The value obtained for the HOMO energy is -8.82 eV.

Last column: Löwdin charge in e.
Geometry (Å):
O: -0.823 0.792 -2.411  0.172
C: -0.250 0.939 -1.410  -0.215
C: 0.411 1.258 -0.311  -0.103
C: 1.331 0.382 0.480  -0.269
O: 0.638 -0.609 1.235  -0.094
H: 0.277 2.293 -0.026  0.108
H: 2.062 -0.102 -0.182  0.116
H: 1.886 1.041 1.161  0.112
H: 1.314 -1.131 1.686  0.089
N: -1.620 -1.102 -0.294  0.028
H: -1.061 -1.896 0.000  0.016
H: -2.581 -1.408 -0.416  0.025
H: -1.582 -0.456 0.489  0.014

***

# C3H7NO2

A single C3H7NO2 molecule (ωB97M-V/def2-TZVPD, OMol25).

Its LUMO energy is 0.924 eV. Its total energy is -8810.3628 eV. The charge is 0. For the orbital gap, the calculation gives 11.3 eV. The value obtained for the energy above the lowest of the compared OMol25 structures with the same formula, charge and spin is 16.0 kJ/mol. The value obtained for the HOMO energy is -10.42 eV.

Last column: Löwdin charge in e.
Geometry (Å):
C: -1.907 0.363 0.221  -0.070
C: -0.875 -0.291 -0.676  -0.222
O: 0.394 0.354 -0.479  -0.014
C: 1.364 -0.410 0.069  -0.624
N: 2.501 0.320 0.263  0.172
O: 1.260 -1.589 0.331  0.072
H: -2.037 1.419 -0.035  0.076
H: -1.592 0.295 1.267  0.082
H: -2.874 -0.141 0.121  0.079
H: -0.765 -1.354 -0.454  0.112
H: -1.120 -0.170 -1.735  0.123
H: 3.198 -0.122 0.840  0.109
H: 2.452 1.325 0.267  0.105

***

# C3H7NO2

2 unconnected molecules or ions with the total composition C3H7NO2 at a distorted geometry (ωB97M-V/def2-TZVPD, OMol25).

Its LUMO energy is 0.530 eV. Its total energy is -8807.2024 eV. The charge is 0. For the orbital gap, the calculation gives 9.7 eV. The value obtained for the energy above the lowest of the compared OMol25 structures with the same formula, charge and spin is 321.0 kJ/mol. The value obtained for the HOMO energy is -9.15 eV.

Last column: Löwdin charge in e.
Geometry (Å):
C: 1.185 -2.615 -0.333  -0.008
C: 0.790 -1.781 -1.232  -0.303
O: -0.322 -1.147 -0.858  -0.078
H: 0.893 -2.691 0.697  0.060
H: 2.203 -3.031 -0.245  0.061
H: 0.962 -1.475 -2.261  0.121
H: -0.479 -0.208 -1.232  0.130
N: -0.468 2.574 1.272  0.081
C: -1.329 1.711 0.731  -0.424
O: -2.580 1.775 0.616  -0.022
H: -0.689 3.660 1.168  0.173
H: 0.535 2.445 1.239  0.090
H: -0.701 0.784 0.439  0.119

***

# C3H7NO2

A single C3H7NO2 molecule at a distorted geometry (ωB97M-V/def2-TZVPD, OMol25).

Its LUMO energy is 0.571 eV. Its total energy is -8807.3058 eV. The charge is 0. For the orbital gap, the calculation gives 10.7 eV. The value obtained for the energy above the lowest of the compared OMol25 structures with the same formula, charge and spin is 311.0 kJ/mol. The value obtained for the HOMO energy is -10.13 eV.

Last column: Löwdin charge in e.
Geometry (Å):
C: 1.450 0.739 -0.130  -0.056
C: 0.054 0.329 0.495  -0.378
N: 0.128 -0.660 1.576  -0.031
C: -0.905 -0.282 -0.574  -0.463
O: -1.572 -1.325 -0.307  -0.001
O: -1.175 0.301 -1.747  0.130
H: 1.947 1.490 0.501  0.065
H: 1.491 0.976 -1.237  0.079
H: 2.189 -0.135 -0.306  0.103
H: -0.886 1.049 1.012  0.219
H: -0.079 -1.728 0.967  0.189
H: -0.853 -0.467 1.871  0.053
H: -1.789 -0.286 -2.120  0.092

***

# C3H7NO2

2 unconnected molecules or ions with the total composition C3H7NO2 (ωB97M-V/def2-TZVPD, OMol25).

Its LUMO energy is 0.974 eV. Its total energy is -8806.7525 eV. The charge is 0. For the orbital gap, the calculation gives 11.1 eV. The value obtained for the energy above the lowest of the compared OMol25 structures with the same formula, charge and spin is 364.4 kJ/mol. The value obtained for the HOMO energy is -10.10 eV.

Last column: Löwdin charge in e.
Geometry (Å):
C: 2.137 0.109 0.080  -0.111
N: 0.863 -0.594 0.127  0.035
C: -0.115 -0.001 0.630  -0.390
O: -0.467 1.183 1.173  0.105
C: -1.514 0.137 0.916  -0.251
O: -2.452 0.398 -0.024  0.051
H: 2.367 0.344 -0.965  0.079
H: 2.155 1.038 0.662  0.078
H: 2.921 -0.560 0.444  0.074
H: -1.963 -0.228 1.834  0.157
H: -2.037 0.413 -0.898  0.083
H: -0.561 -1.283 -1.678  0.036
H: -1.224 -1.419 -1.994  0.054

***

# C3H7NO2

2 unconnected molecules or ions with the total composition C3H7NO2 (ωB97M-V/def2-TZVPD, OMol25).

Its LUMO energy is 0.996 eV. Its total energy is -8806.7176 eV. The charge is 0. For the orbital gap, the calculation gives 11.1 eV. The value obtained for the energy above the lowest of the compared OMol25 structures with the same formula, charge and spin is 367.7 kJ/mol. The value obtained for the HOMO energy is -10.09 eV.

Last column: Löwdin charge in e.
Geometry (Å):
C: -1.010 -0.592 -1.761  -0.112
N: -0.945 -0.191 -0.364  0.031
C: 0.043 -0.559 0.307  -0.391
O: 1.205 -1.233 0.188  0.104
C: 0.893 -0.501 1.461  -0.251
O: 1.652 0.575 1.775  0.050
H: -0.884 0.299 -2.386  0.079
H: -0.253 -1.332 -2.046  0.078
H: -2.006 -0.994 -1.964  0.074
H: 0.793 -1.175 2.306  0.157
H: 1.465 1.292 1.152  0.076
H: -0.553 2.014 0.356  0.044
H: -0.401 2.397 0.977  0.061

***

# C3H7NO2

A single C3H7NO2 molecule at a distorted geometry (ωB97M-V/def2-TZVPD, OMol25).

Its LUMO energy is 0.571 eV. Its total energy is -8805.7786 eV. The charge is 0. For the orbital gap, the calculation gives 10.2 eV. The value obtained for the energy above the lowest of the compared OMol25 structures with the same formula, charge and spin is 458.3 kJ/mol. The value obtained for the HOMO energy is -9.61 eV.

Last column: Löwdin charge in e.
Geometry (Å):
C: -0.912 1.375 0.258  -0.050
C: -0.199 0.268 -0.351  -0.371
C: 1.231 -0.048 0.024  -0.220
O: 1.802 -0.953 -0.875  -0.051
N: -1.092 -0.549 -0.803  0.011
O: -0.699 -1.818 -0.322  -0.126
H: -1.964 1.554 0.001  0.093
H: -0.947 0.860 1.352  0.149
H: -0.316 2.269 0.371  0.068
H: 1.297 -0.407 1.068  0.132
H: 1.840 0.863 -0.030  0.132
H: 1.229 -1.734 -0.848  0.074
H: -1.288 -1.688 0.523  0.160